Record 1
{
  "formula": "C15H50F3N22O13Ti",
  "method": "ωB97M-V with the def2-TZVPD basis set",
  "total_energy_ha": -3933.7734,
  "spin_multiplicity": 4,
  "homo_energy_ev": [-6.95, -9.14],
  "fmax_ha_per_bohr": 0.06356,
  "de_lowest_kcal_mol": 0.0,
  "homo_lumo_gap_ev": [6.260, 8.436],
  "mol_weight_g_mol": 851.6,
  "symbols": ["Ti", "C", "O", "O", "C", "F", "F", "F", "C", "C", "H", "H", "H", "H", "H", "H", "C", "O", "N", "N", "H", "H", "H", "H", "C", "O", "N", "N", "H", "H", "H", "H", "C", "O", "N", "N", "H", "H", "H", "H", "C", "O", "N", "N", "H", "H", "H", "H", "C", "O", "N", "N", "H", "H", "H", "H", "C", "O", "N", "N", "H", "H", "H", "H", "C", "O", "N", "N", "H", "H", "H", "H", "C", "O", "N", "N", "H", "H", "H", "H", "C", "O", "N", "N", "H", "H", "H", "H", "C", "O", "N", "N", "H", "H", "H", "H", "C", "O", "N", "N", "H", "H", "H", "H"],
  "positions_angstrom": [[-5.09863, 1.86487, 1.38968], [-2.09085, 0.99177, 0.72728], [-1.43617, -0.16344, 0.26781], [-3.20274, 0.60788, 1.40608], [-1.15016, 1.90119, 1.57991], [-0.08263, 2.31616, 0.86781], [-1.78313, 3.06128, 1.89872], [-0.65365, 1.41371, 2.71364], [-0.43699, 0.05356, -0.74327], [0.85675, -0.58830, -0.34590], [1.70634, -0.15567, -0.88275], [1.11998, -0.22179, 0.65591], [0.98734, -1.66673, -0.35500], [-0.28585, 1.01508, -1.22506], [-0.83476, -0.53051, -1.58861], [-2.36434, 1.64377, -0.12189], [-3.94772, 2.54452, 4.45992], [-4.43987, 2.79918, 3.35837], [-4.67990, 2.12583, 5.52229], [-2.61713, 2.60408, 4.72138], [-5.63385, 1.82581, 5.45700], [-4.24642, 2.19235, 6.42528], [-2.31185, 2.36745, 5.64451], [-2.04407, 2.85661, 3.93337], [1.52811, 4.35590, -1.60721], [1.49477, 4.38083, -0.38567], [0.44296, 4.59386, -2.39723], [2.72440, 4.30842, -2.25488], [0.55109, 4.47655, -3.38939], [-0.47293, 4.51042, -1.99922], [3.50442, 3.95098, -1.73171], [2.75620, 4.30258, -3.25863], [-2.98746, 0.74131, -3.75008], [-2.61196, -0.42091, -3.79158], [-4.24671, 1.17471, -3.88736], [-2.12447, 1.75270, -3.41025], [-5.03086, 0.55076, -3.84036], [-4.39517, 2.16547, -3.92757], [-2.41676, 2.65970, -3.10998], [-1.16016, 1.47428, -3.41670], [3.00799, 0.79855, -3.67193], [2.87953, 1.08797, -2.48273], [3.94180, 1.42788, -4.43587], [2.33425, -0.18239, -4.32303], [4.45305, 2.11233, -3.90748], [4.08095, 1.15577, -5.38911], [1.49550, -0.51282, -3.86831], [2.38581, -0.48841, -5.27772], [2.42890, 4.34679, 3.38688], [2.16047, 4.40971, 4.58089], [1.48712, 4.28620, 2.41044], [3.70149, 4.53729, 2.92010], [0.53706, 4.22672, 2.72509], [1.68731, 4.22540, 1.42006], [4.43095, 4.61908, 3.60199], [3.87349, 4.51952, 1.93257], [2.56280, -4.19474, -1.50959], [3.15770, -4.72686, -2.42781], [3.11682, -3.30279, -0.63967], [1.24401, -4.33995, -1.17704], [2.53069, -2.99054, 0.11754], [4.11411, -3.20077, -0.67263], [0.98252, -3.86296, -0.32665], [0.65757, -4.98084, -1.68436], [-0.93047, -3.65901, -4.11846], [-0.15845, -4.59302, -4.31734], [-2.20120, -3.60137, -4.60439], [-0.55546, -2.61820, -3.33476], [-2.62192, -4.43244, -4.97052], [-2.71114, -2.74598, -4.46068], [0.28963, -2.76724, -2.80992], [-1.17045, -1.82765, -3.43617], [-3.60579, -3.39164, 0.63475], [-3.91217, -4.56580, 0.42534], [-4.26005, -2.66336, 1.56746], [-2.59134, -2.78591, -0.02870], [-4.96582, -3.14780, 2.08709], [-4.05000, -1.68817, 1.70624], [-2.36765, -1.80491, 0.06551], [-2.15034, -3.28466, -0.78122], [0.74458, -4.72087, 2.32187], [1.20436, -3.65105, 1.89770], [-0.06164, -4.83171, 3.41030], [1.07827, -5.89776, 1.76600], [-0.15460, -5.75081, 3.79719], [-0.24669, -3.96300, 3.92448], [0.73792, -6.80013, 2.03587], [1.72418, -5.85660, 0.99558], [5.17619, 2.38567, -0.06735], [6.07928, 2.85472, 0.61234], [5.33468, 1.88115, -1.31911], [3.90076, 2.31098, 0.41939], [6.26072, 2.01157, -1.68623], [4.53977, 1.60184, -1.88456], [3.21326, 1.86278, -0.16589], [3.62426, 2.55635, 1.35101], [-1.24118, -1.68935, 3.92452], [-0.86567, -2.53926, 4.73376], [-0.58824, -1.52265, 2.74907], [-2.36059, -0.94299, 4.04067], [-1.05852, -1.23403, 1.90102], [0.17848, -2.13018, 2.47553], [-2.60193, -0.30887, 3.29180], [-2.79210, -0.85502, 4.94055]]
}

***

Record 2
{
  "formula": "C15H50N6O10",
  "method": "ωB97M-V with the def2-TZVPD basis set",
  "total_energy_ha": -1682.2732,
  "homo_energy_ev": -8.89,
  "fmax_ha_per_bohr": 0.14176,
  "smiles": "NC(N)=O.NC(N)=O.NC(N)=O.CCO.CCO.CCO.CCO.CCO.CO.CO",
  "de_lowest_kcal_mol": 176.3,
  "homo_lumo_gap_ev": 8.887,
  "mol_weight_g_mol": 474.6,
  "symbols": ["C", "C", "O", "H", "H", "H", "H", "H", "H", "C", "C", "O", "H", "H", "H", "H", "H", "H", "C", "C", "O", "H", "H", "H", "H", "H", "H", "C", "C", "O", "H", "H", "H", "H", "H", "H", "C", "C", "O", "H", "H", "H", "H", "H", "H", "C", "O", "N", "N", "H", "H", "H", "H", "C", "O", "N", "N", "H", "H", "H", "H", "C", "O", "N", "N", "H", "H", "H", "H", "C", "O", "H", "H", "H", "H", "C", "O", "H", "H", "H", "H"],
  "positions_angstrom": [[-2.37611, -0.81511, 0.08086], [-2.48111, -1.53611, -1.28214], [-2.48611, -2.93711, -0.92614], [-1.53411, -1.10211, 0.71286], [-3.25311, -0.84611, 0.67586], [-2.11311, 0.25189, -0.15614], [-1.59311, -1.39511, -1.94914], [-3.37611, -1.20011, -1.86414], [-2.14111, -3.50711, -1.57714], [4.70089, -0.91811, -0.74514], [4.43089, -0.13011, 0.58486], [3.05189, 0.09989, 0.85086], [4.33589, -1.95411, -0.57814], [5.70589, -1.15611, -0.86014], [4.28789, -0.44711, -1.59014], [4.86989, 0.84889, 0.47786], [4.83389, -0.56611, 1.47686], [2.75989, -0.71111, 1.34686], [-2.08911, -2.63311, 3.94286], [-3.21111, -3.30411, 3.09886], [-2.55111, -3.60811, 1.90686], [-2.38511, -2.76911, 4.98286], [-1.97311, -1.63111, 3.67386], [-1.11111, -3.05911, 3.71086], [-4.10411, -2.73311, 2.97586], [-3.54911, -4.25711, 3.59986], [-3.21211, -3.90111, 1.26186], [1.01489, -2.38611, -2.86414], [1.72189, -1.83011, -1.65514], [0.80589, -1.38411, -0.66914], [0.55989, -3.29711, -2.48114], [1.75289, -2.72111, -3.64214], [0.33289, -1.72311, -3.39614], [2.27089, -0.93111, -1.98514], [2.31889, -2.61011, -1.19114], [0.48789, -2.19111, -0.14314], [-4.25311, 1.83089, -0.59314], [-3.26111, 2.77089, -1.27014], [-3.35711, 2.39889, -2.58914], [-4.07011, 1.90289, 0.51186], [-4.30811, 0.79189, -0.85714], [-5.26811, 2.08889, -0.81214], [-2.25211, 2.42689, -0.97314], [-3.44911, 3.76089, -0.90814], [-2.56711, 2.73789, -2.98514], [1.16289, -2.90611, 1.88486], [0.96189, -1.97811, 2.86486], [2.33389, -3.49711, 1.70386], [0.17389, -3.38111, 1.21386], [3.06589, -3.14411, 2.33686], [2.67289, -4.04711, 0.84886], [-0.74111, -3.08611, 1.54886], [0.16489, -4.13511, 0.42086], [-0.47011, 1.11289, -3.16214], [-0.92911, 0.09089, -4.01914], [-0.54411, 2.39789, -3.48514], [0.13489, 0.97889, -1.98914], [-0.87011, 2.70489, -4.40814], [-0.40211, 3.04289, -2.69514], [0.08189, 0.06989, -1.50214], [0.31189, 1.74689, -1.32814], [-0.11011, 4.12889, -0.95614], [-1.30311, 4.65789, -0.71014], [0.61689, 4.41889, -1.98114], [0.42689, 3.11589, -0.33714], [0.27789, 5.21489, -2.50514], [1.63489, 4.03689, -2.23214], [-0.04911, 2.74089, 0.55286], [1.29289, 2.70089, -0.50814], [0.07089, 0.92389, 1.93986], [-0.83311, 1.95489, 1.68486], [1.11689, 1.24889, 1.97386], [0.07889, 0.27689, 1.13086], [-0.20111, 0.47289, 2.84986], [-1.69511, 1.80289, 2.09086], [2.99789, 3.43489, 2.13586], [4.09889, 4.10089, 1.56586], [2.29389, 4.14289, 2.60186], [3.34389, 2.64289, 2.85586], [2.55789, 2.89389, 1.31186], [4.35789, 3.39989, 0.97286]]
}

***

Record 3
{
  "formula": "C15H51BCl2NO12",
  "method": "ωB97M-V with the def2-TZVPD basis set",
  "total_energy_ha": -2504.9681,
  "homo_energy_ev": -4.19,
  "fmax_ha_per_bohr": 0.04854,
  "de_lowest_kcal_mol": 0.0,
  "homo_lumo_gap_ev": 5.914,
  "mol_weight_g_mol": 519.3,
  "total_charge": -1,
  "symbols": ["C", "C", "O", "B", "O", "N", "C", "Cl", "C", "C", "Cl", "H", "H", "H", "H", "H", "H", "H", "H", "H", "H", "H", "C", "O", "H", "H", "H", "H", "C", "O", "H", "H", "H", "H", "C", "O", "H", "H", "H", "H", "C", "O", "H", "H", "H", "H", "C", "O", "H", "H", "H", "H", "C", "O", "H", "H", "H", "H", "C", "O", "H", "H", "H", "H", "C", "O", "H", "H", "H", "H", "C", "O", "H", "H", "H", "H", "C", "O", "H", "H", "H", "H"],
  "positions_angstrom": [[5.57593, -3.31001, 2.62505], [4.63949, -2.85714, 1.51932], [4.52615, -1.45399, 1.48256], [3.46723, -0.88472, 2.19964], [3.75228, 0.41842, 2.67299], [2.20890, -1.47274, 2.37090], [1.73077, -1.54392, 3.63019], [2.40995, -3.09338, 4.63116], [0.19369, -1.62734, 3.59610], [-0.34304, -2.71926, 2.69606], [-0.48278, -1.94749, 5.28521], [5.26640, -2.91136, 3.58590], [5.58984, -4.39885, 2.66756], [6.58531, -2.98561, 2.37752], [5.08144, -3.17431, 0.57009], [3.66422, -3.33488, 1.59213], [4.61409, 0.44638, 3.08491], [2.01976, -0.70618, 4.27488], [-0.18222, -0.64550, 3.33920], [0.34171, -2.93749, 1.88359], [-1.29380, -2.42480, 2.26552], [-0.47132, -3.62392, 3.28249], [-4.56196, -1.64913, 0.89254], [-3.15031, -1.57755, 0.80984], [-4.79175, -1.75985, 1.94972], [-5.03677, -0.73847, 0.51097], [-4.95419, -2.51227, 0.34484], [-2.89280, -1.46937, -0.11194], [-0.95397, 1.11092, -0.85423], [-1.77381, 0.35129, -1.74496], [-1.46195, 1.13917, 0.10747], [0.02122, 0.63752, -0.72202], [-0.81331, 2.12638, -1.22206], [-1.32914, 0.31284, -2.59955], [0.51780, 3.78715, -3.79141], [0.76664, 3.54660, -2.40949], [0.43650, 2.81599, -4.27286], [-0.41296, 4.34071, -3.93504], [1.34281, 4.34346, -4.24840], [0.84359, 4.39509, -1.96866], [0.83468, -0.39210, -4.91015], [-0.30308, 0.19426, -4.27675], [1.46927, -0.79120, -4.12363], [0.53376, -1.20259, -5.57669], [1.39149, 0.35122, -5.48079], [-0.87754, 0.55090, -4.95831], [-2.57344, 6.89754, -3.52432], [-1.39152, 6.75445, -4.31600], [-3.41831, 6.61115, -4.14194], [-2.53782, 6.24773, -2.64587], [-2.70879, 7.93287, -3.20678], [-0.64471, 7.01113, -3.77124], [-5.31236, -3.20993, 5.13221], [-4.27561, -3.30784, 4.17045], [-6.23106, -3.54631, 4.65570], [-5.11534, -3.84506, 6.00132], [-5.44974, -2.17831, 5.47076], [-3.45660, -3.00727, 4.57881], [1.64734, -0.34458, 8.74864], [0.36213, -0.94609, 8.71465], [1.61241, 0.45702, 9.48440], [2.41832, -1.06196, 9.04522], [1.91250, 0.07788, 7.77587], [0.39706, -1.64833, 8.05737], [-6.06995, 8.58482, -5.48821], [-4.87828, 8.94896, -4.80087], [-6.81347, 8.33631, -4.73570], [-6.44819, 9.41026, -6.09744], [-5.91073, 7.71200, -6.12717], [-4.21395, 9.16761, -5.45834], [3.18580, -1.36694, -7.73261], [2.18725, -0.36831, -7.92064], [2.69052, -2.24698, -7.33114], [3.66569, -1.63337, -8.67796], [3.94875, -1.03867, -7.02229], [2.61553, 0.41431, -8.27379], [2.76206, -6.01909, 1.39195], [3.13422, -6.22092, 2.74740], [2.70295, -6.99975, 0.92148], [1.78708, -5.52991, 1.31639], [3.50198, -5.41634, 0.85768], [3.18009, -5.35092, 3.16057]]
}

***

Record 4
{
  "formula": "C15H52BNO22",
  "method": "ωB97M-V with the def2-TZVPD basis set",
  "total_energy_ha": -2337.5305,
  "homo_energy_ev": -9.83,
  "fmax_ha_per_bohr": 0.21688,
  "de_lowest_kcal_mol": 0.0,
  "homo_lumo_gap_ev": 9.277,
  "mol_weight_g_mol": 609.4,
  "symbols": ["C", "C", "C", "C", "N", "C", "C", "C", "C", "C", "C", "C", "H", "H", "H", "H", "H", "H", "H", "H", "H", "H", "H", "H", "H", "H", "H", "H", "H", "H", "H", "H", "H", "H", "H", "H", "O", "C", "O", "B", "O", "C", "O", "O", "C", "O", "C", "O", "O", "O", "H", "H", "O", "H", "H", "O", "H", "H", "O", "H", "H", "O", "H", "H", "O", "H", "H", "O", "H", "H", "O", "H", "H", "O", "H", "H", "O", "H", "H", "O", "H", "H", "O", "H", "H", "O", "H", "H", "O", "H", "H"],
  "positions_angstrom": [[1.32115, 3.58985, 7.74042], [1.62915, 2.84785, 6.47442], [0.54415, 1.92285, 6.12642], [0.77815, 1.05185, 5.00142], [-0.23385, 0.01785, 4.54442], [-1.42085, 0.76985, 3.82042], [-2.53685, -0.19315, 3.75942], [-2.31085, -1.12815, 4.86642], [-1.01585, -0.65015, 5.62642], [0.28015, -0.94415, 3.57042], [0.97115, -2.23415, 4.17242], [2.19615, -2.49215, 3.41342], [0.68115, 3.04285, 8.56642], [0.56315, 4.38185, 7.49642], [2.25115, 4.12085, 8.14242], [2.59615, 2.26985, 6.54642], [1.92815, 3.36385, 5.68242], [-0.26385, 2.45785, 6.05742], [0.27315, 1.31885, 7.03242], [1.66215, 0.50285, 5.13442], [1.03315, 1.49585, 4.06342], [-1.12185, 1.19185, 2.84242], [-1.68285, 1.57485, 4.45742], [-2.73485, -0.74215, 2.91142], [-3.30885, 0.26485, 4.24642], [-2.01985, -2.18715, 4.52342], [-3.14985, -1.38215, 5.61742], [-0.59185, -1.60415, 6.14942], [-1.23185, 0.02285, 6.40242], [1.05515, -0.51315, 3.12442], [-0.38385, -1.37615, 2.73542], [0.22315, -3.11015, 4.34342], [1.32615, -2.05715, 5.28342], [2.85315, -1.53415, 3.39142], [2.17415, -2.68515, 2.39542], [2.80915, -3.07515, 4.05842], [1.02515, -2.06315, -0.02158], [0.89815, -1.09915, -0.80458], [0.18415, -1.14915, -1.78858], [0.34615, 0.05885, -2.62458], [1.36015, 0.80485, -1.84158], [1.41215, 0.18985, -0.75858], [2.26915, 0.57685, 0.07742], [-0.89085, 0.81685, -2.93858], [-0.84585, 0.96985, -4.18358], [-1.85385, 1.43385, -4.82158], [0.30815, 0.35785, -4.84458], [0.93015, -0.30615, -3.93258], [0.54215, 0.37985, -6.03058], [-1.94685, -1.81015, 0.25642], [-2.89385, -2.04615, 0.37842], [-1.89785, -0.76615, 0.33842], [-1.18385, -1.56815, -8.61458], [-0.96185, -1.19515, -7.76458], [-1.84685, -2.14915, -8.23758], [-2.42685, 1.14185, -0.22558], [-2.04385, 1.83385, -0.66658], [-3.20385, 1.51885, 0.08442], [-0.66085, 3.51885, -1.66758], [-1.14785, 4.16985, -2.03958], [0.21015, 3.67585, -2.01758], [2.70615, -1.53115, -7.15758], [2.33715, -0.72315, -6.73658], [3.41815, -1.33215, -7.82558], [-2.65885, -2.37415, -2.40158], [-2.28785, -2.19015, -1.58258], [-1.99385, -2.51415, -2.99458], [1.38015, -4.59715, -0.89158], [0.77615, -4.75215, -1.55358], [1.17515, -3.72515, -0.64058], [5.21815, 0.18085, 0.28942], [4.22315, 0.47785, 0.37442], [5.50015, -0.41515, -0.44458], [0.22215, 1.89985, -8.14458], [0.06115, 1.39485, -7.40158], [-0.68985, 2.21185, -8.46558], [-0.99485, -2.55515, -4.67458], [-1.45885, -3.08815, -5.15658], [-0.09885, -2.70015, -4.77258], [-3.69985, 0.41485, -6.46758], [-4.63485, 0.14085, -6.07658], [-3.02785, 0.74885, -5.81758], [3.49015, -2.30515, -3.65458], [4.14815, -2.71615, -4.22658], [2.54915, -2.23515, -4.04958], [2.08315, 4.20185, -1.80058], [2.74515, 4.91985, -1.86958], [2.54915, 3.53285, -2.11158], [-4.74185, 1.68085, -2.98158], [-3.90185, 1.33185, -2.71758], [-5.21585, 1.02185, -3.67658]]
}